{
  "formula": "C37H87F3O20S",
  "method": "wB97M-V/def2-TZVPD",
  "e_tot_ha": -3663.9805,
  "gap_ev": 8.59,
  "e_lumo_ha": -0.015,
  "smiles": "O=S1(=O)OC[C@@H](CCC(F)(F)F)O1.COCCOC.COCCOC.COCCOC.COCCOC.COCCOC.COCCOC.COCCOC.COCCOC",
  "fmax_ev_per_a": 6.615,
  "elements": ["O", "S", "O", "O", "C", "C", "C", "C", "C", "F", "F", "F", "O", "H", "H", "H", "H", "H", "H", "H", "C", "O", "C", "C", "O", "C", "H", "H", "H", "H", "H", "H", "H", "H", "H", "H", "C", "O", "C", "C", "O", "C", "H", "H", "H", "H", "H", "H", "H", "H", "H", "H", "C", "O", "C", "C", "O", "C", "H", "H", "H", "H", "H", "H", "H", "H", "H", "H", "C", "O", "C", "C", "O", "C", "H", "H", "H", "H", "H", "H", "H", "H", "H", "H", "C", "O", "C", "C", "O", "C", "H", "H", "H", "H", "H", "H", "H", "H", "H", "H", "C", "O", "C", "C", "O", "C", "H", "H", "H", "H", "H", "H", "H", "H", "H", "H", "C", "O", "C", "C", "O", "C", "H", "H", "H", "H", "H", "H", "H", "H", "H", "H", "C", "O", "C", "C", "O", "C", "H", "H", "H", "H", "H", "H", "H", "H", "H", "H"],
  "positions_angstrom": [[4.096, -3.401, -0.738], [3.619, -2.007, -1.268], [4.086, -0.752, -0.473], [3.499, -1.801, -2.983], [2.099, -1.473, -3.410], [1.186, -1.255, -2.056], [-0.290, -2.029, -1.968], [-1.535, -1.133, -2.546], [-2.925, -1.977, -2.164], [-2.626, -3.329, -1.581], [-3.692, -1.186, -1.142], [-3.704, -2.150, -3.412], [1.935, -2.016, -1.002], [2.259, -0.544, -4.131], [1.754, -2.443, -3.971], [1.231, -0.149, -1.622], [-0.473, -2.185, -0.799], [-0.201, -3.100, -2.430], [-1.618, -0.106, -1.974], [-1.431, -0.995, -3.713], [5.059, -5.951, -7.129], [5.757, -6.105, -5.898], [5.705, -4.922, -5.095], [4.692, -5.068, -3.956], [3.352, -5.122, -4.458], [2.830, -6.444, -4.461], [4.974, -6.934, -7.600], [4.053, -5.551, -6.977], [5.624, -5.293, -7.795], [5.483, -4.040, -5.709], [6.702, -4.787, -4.662], [4.755, -4.184, -3.314], [4.915, -5.949, -3.341], [2.618, -6.761, -3.435], [3.520, -7.150, -4.931], [1.894, -6.444, -5.026], [4.857, 1.479, 2.208], [4.773, 2.161, 3.454], [4.007, 3.366, 3.360], [2.603, 3.178, 3.943], [1.821, 2.290, 3.137], [1.720, 0.992, 3.708], [5.282, 0.488, 2.387], [3.874, 1.356, 1.746], [5.520, 2.026, 1.531], [3.958, 3.721, 2.324], [4.534, 4.124, 3.951], [2.089, 4.145, 3.941], [2.652, 2.825, 4.981], [1.060, 1.022, 4.581], [2.699, 0.600, 3.999], [1.284, 0.321, 2.964], [-0.041, 5.634, 4.325], [0.657, 5.480, 5.556], [0.605, 6.663, 6.358], [-0.408, 6.517, 7.497], [-1.748, 6.463, 6.996], [-2.270, 5.141, 6.993], [-0.126, 4.650, 3.854], [-1.047, 6.033, 4.477], [0.524, 6.292, 3.659], [0.383, 7.544, 5.745], [1.602, 6.797, 6.791], [-0.345, 7.400, 8.140], [-0.185, 5.636, 8.113], [-2.482, 4.824, 8.019], [-1.580, 4.434, 6.523], [-3.206, 5.141, 6.428], [-2.028, 1.905, 9.678], [-2.878, 2.582, 10.597], [-4.131, 2.944, 10.008], [-5.248, 1.997, 10.453], [-5.059, 0.683, 9.916], [-4.548, -0.226, 10.880], [-1.182, 1.492, 10.235], [-2.546, 1.084, 9.176], [-1.646, 2.612, 8.937], [-4.056, 2.978, 8.914], [-4.367, 3.955, 10.360], [-6.201, 2.367, 10.060], [-5.325, 1.965, 11.547], [-5.327, -0.472, 11.608], [-3.675, 0.184, 11.399], [-4.247, -1.142, 10.366], [5.847, -8.806, -3.879], [4.566, -9.309, -3.514], [4.416, -10.693, -3.841], [4.557, -11.576, -2.598], [5.897, -11.554, -2.095], [6.029, -10.729, -0.946], [5.965, -7.814, -3.434], [6.653, -9.448, -3.514], [5.911, -8.711, -4.966], [5.128, -10.993, -4.619], [3.405, -10.816, -4.246], [4.337, -12.612, -2.875], [3.842, -11.278, -1.820], [5.555, -11.212, -0.086], [5.587, -9.741, -1.105], [7.094, -10.603, -0.733], [0.900, 3.821, -6.602], [-0.493, 3.994, -6.365], [-1.242, 2.810, -6.657], [-1.630, 2.069, -5.375], [-0.480, 1.517, -4.726], [-0.075, 2.283, -3.600], [1.428, 4.682, -6.183], [1.282, 2.915, -6.126], [1.091, 3.785, -7.678], [-0.688, 2.154, -7.339], [-2.156, 3.131, -7.168], [-2.282, 1.230, -5.637], [-2.187, 2.727, -4.693], [-0.789, 2.145, -2.782], [0.007, 3.347, -3.843], [0.904, 1.925, -3.273], [-4.540, -3.041, 1.438], [-4.624, -2.359, 2.684], [-5.390, -1.154, 2.590], [-6.793, -1.341, 3.173], [-7.575, -2.230, 2.368], [-7.677, -3.528, 2.938], [-4.114, -4.032, 1.618], [-5.522, -3.164, 0.976], [-3.876, -2.494, 0.761], [-5.438, -0.799, 1.554], [-4.863, -0.396, 3.181], [-7.307, -0.375, 3.171], [-6.745, -1.695, 4.212], [-8.336, -3.498, 3.811], [-6.697, -3.920, 3.229], [-8.113, -4.198, 2.194], [-4.041, 8.050, -7.318], [-3.721, 7.277, -6.167], [-2.387, 6.760, -6.216], [-1.446, 7.565, -5.315], [-1.250, 8.890, -5.821], [-2.002, 9.859, -5.104], [-4.987, 8.566, -7.131], [-3.274, 8.799, -7.529], [-4.167, 7.392, -8.182], [-2.015, 6.732, -7.248], [-2.432, 5.730, -5.846], [-0.466, 7.079, -5.307], [-1.818, 7.592, -4.282], [-1.562, 10.010, -4.113], [-3.050, 9.562, -5.001], [-1.960, 10.803, -5.653]],
  "forces_ev_per_a": [[-1.51, 5.65, -3.08], [-0.87, -0.20, 4.48], [-1.10, -4.59, -3.90], [-0.44, -0.03, 2.82], [-0.07, -0.41, -0.31], [0.44, -0.29, 1.12], [0.48, 0.84, 0.95], [-0.10, -1.15, 0.58], [0.15, 0.24, -0.32], [-1.56, 4.34, -1.90], [1.97, -2.90, -3.43], [1.82, 0.23, 4.35], [1.75, 0.20, -1.93], [-0.80, -1.98, 1.72], [0.50, 2.03, 0.95], [-0.56, -2.17, -1.44], [0.50, 0.39, -2.62], [-0.19, 2.24, 0.64], [0.21, -2.14, -1.31], [-0.56, -0.21, 2.48], [0.16, -0.21, 0.11], [-0.33, 0.39, -0.17], [0.00, -0.57, 0.39], [-0.09, 0.45, -0.39], [0.28, -0.13, 0.02], [-0.08, 0.02, -0.03], [0.09, 0.09, 0.13], [0.03, 0.04, 0.02], [-0.08, 0.06, -0.08], [-0.08, -0.10, 0.07], [-0.06, 0.03, 0.01], [0.05, -0.09, -0.02], [-0.06, 0.14, -0.17], [0.06, -0.15, -0.04], [-0.04, 0.03, 0.12], [0.08, 0.13, 0.05], [0.11, -0.12, 0.19], [-0.32, 0.19, -0.35], [-0.02, -0.39, 0.61], [0.08, 0.16, -0.61], [0.24, -0.08, 0.30], [-0.04, 0.03, -0.13], [-0.04, 0.18, 0.05], [0.03, 0.03, -0.01], [-0.04, -0.02, -0.13], [-0.08, -0.10, 0.07], [-0.07, 0.01, -0.02], [0.13, -0.08, 0.08], [0.06, 0.02, -0.18], [0.04, -0.09, 0.08], [-0.06, 0.05, 0.00], [0.02, 0.16, 0.02], [0.06, -0.22, 0.06], [-0.33, 0.41, -0.05], [0.05, -0.55, 0.35], [-0.18, 0.37, -0.45], [0.35, -0.34, 0.05], [-0.05, 0.14, -0.05], [0.09, 0.08, 0.12], [0.04, 0.05, 0.02], [-0.08, 0.08, -0.08], [-0.09, -0.11, 0.08], [-0.06, 0.03, 0.01], [0.04, -0.02, -0.01], [0.01, 0.07, -0.18], [0.01, -0.11, 0.01], [-0.01, 0.03, 0.05], [0.10, 0.12, 0.08], [0.07, 0.05, 0.24], [-0.19, -0.17, -0.45], [-0.02, -0.13, 0.67], [0.18, -0.09, -0.58], [0.17, 0.26, 0.38], [-0.02, -0.04, -0.13], [-0.14, 0.13, 0.01], [-0.03, 0.05, -0.02], [0.03, -0.07, -0.12], [-0.04, -0.12, 0.09], [-0.03, -0.04, -0.04], [0.02, 0.03, 0.02], [0.13, 0.02, -0.15], [0.07, -0.03, 0.10], [-0.07, 0.00, -0.01], [-0.11, 0.15, -0.04], [-0.09, 0.09, 0.02], [0.30, -0.38, -0.08], [-0.33, 0.24, 0.54], [0.49, -0.02, -0.37], [-0.41, 0.27, 0.03], [0.10, -0.06, -0.06], [-0.10, -0.18, -0.10], [-0.04, -0.05, -0.01], [0.13, 0.06, 0.03], [0.01, 0.01, 0.16], [0.04, -0.05, 0.02], [-0.03, 0.02, -0.02], [0.11, 0.07, -0.15], [-0.03, 0.10, 0.07], [-0.01, -0.07, 0.01], [-0.11, -0.11, -0.10], [-0.07, 0.24, 0.04], [0.19, -0.50, -0.02], [-0.25, 0.39, 0.45], [0.33, -0.22, -0.40], [-0.12, 0.29, 0.07], [0.06, -0.09, -0.07], [-0.17, -0.06, -0.06], [-0.03, -0.02, -0.04], [0.10, -0.08, 0.00], [-0.01, 0.02, 0.16], [0.02, -0.07, 0.03], [-0.02, 0.04, -0.02], [0.15, -0.01, -0.13], [0.00, 0.14, 0.08], [-0.04, -0.08, 0.03], [-0.09, -0.04, -0.09], [0.22, -0.06, 0.14], [-0.35, 0.16, -0.31], [0.00, -0.33, 0.57], [0.02, 0.03, -0.60], [0.32, -0.06, 0.35], [-0.04, 0.05, -0.13], [-0.03, 0.16, 0.09], [0.00, 0.06, -0.01], [-0.13, -0.11, 0.00], [-0.09, -0.10, 0.08], [-0.06, 0.00, -0.02], [0.03, 0.01, 0.02], [0.09, -0.01, -0.17], [0.04, -0.10, 0.07], [-0.05, 0.05, 0.02], [0.01, 0.18, 0.02], [-0.16, -0.06, 0.23], [0.31, 0.23, -0.34], [-0.23, 0.04, 0.64], [0.08, 0.05, -0.61], [-0.34, -0.18, 0.27], [0.09, 0.01, -0.13], [0.10, -0.15, 0.06], [0.03, -0.05, -0.01], [0.04, 0.07, -0.11], [0.01, 0.08, 0.13], [0.10, 0.09, -0.05], [-0.05, -0.05, -0.01], [-0.06, 0.00, -0.18], [-0.10, 0.04, 0.07], [0.07, -0.01, 0.02], [0.09, -0.15, 0.01]]
}